# C21H23IrN6S

A structure of composition C21H23IrN6S in a non-equilibrium geometry (wB97M-V/def2-TZVPD, the OMol25 dataset).

```
52
Properties=species:S:1:pos:R:3
Ir -0.6408 0.4425 0.0222
C 0.8908 -1.2881 3.1747
C -0.3220 -0.7947 2.4506
C -0.7983 0.5038 2.6359
C -1.9248 0.9924 1.9325
C -2.4396 2.3793 2.1775
C -2.6345 0.0924 1.0932
C -2.2168 -1.2508 0.9486
C -3.0190 -2.2105 0.1257
C -1.0265 -1.6480 1.5697
H 0.5807 -1.8253 4.0742
H 1.5354 -0.4676 3.4821
H 1.4646 -1.9812 2.5614
H -0.2607 1.1800 3.2896
H -3.0783 2.3710 3.0633
H -3.0351 2.7384 1.3403
H -1.6257 3.0783 2.3596
H -3.5517 0.4220 0.6213
H -3.7518 -2.7017 0.7696
H -2.3921 -2.9848 -0.3132
H -3.5623 -1.6991 -0.6672
H -0.6640 -2.6573 1.4151
C -2.1916 1.4400 -3.0136
C -1.5089 0.1204 -3.0276
N -1.0587 -0.5270 -1.9692
C -0.4688 -1.6963 -2.4130
C -0.5704 -1.7569 -3.7583
N -1.2379 -0.6060 -4.1428
C -1.4221 -0.1596 -5.5034
N -0.2151 0.4630 -6.0109
N 0.1695 1.6829 -5.4563
N 1.2720 2.0328 -5.9494
C 1.6824 1.0628 -6.8590
C 2.8001 1.0012 -7.6557
C 2.9274 -0.1336 -8.4905
C 1.9627 -1.1505 -8.5130
C 0.8367 -1.0913 -7.7193
C 0.7138 0.0464 -6.8809
H -2.3636 1.7371 -1.9801
H -3.1589 1.3932 -3.5166
H -1.5857 2.2035 -3.5025
H -0.0165 -2.3988 -1.7345
H -0.2501 -2.5018 -4.4662
H -2.2213 0.5768 -5.5334
H -1.6844 -0.9991 -6.1428
H 3.5462 1.7848 -7.6487
H 3.7932 -0.2158 -9.1339
H 2.1051 -1.9941 -9.1739
H 0.0853 -1.8692 -7.7499
S 3.0691 3.0181 -1.2580
C 1.8702 2.1012 -0.8185
N 0.9693 1.3915 -0.4914
```

Calculated values
- Energy relative to the best compared isomer or geometry (same formula, charge and spin): 0.00 kcal/mol
- <S²>: 6.047
- DFT total energy: -44746.650 eV
- 2S+1: 5
- Kohn-Sham gap (alpha / beta): 7.22 / 3.04 eV
- Net charge: +2

# C21H23IrN8OS

A structure of composition C21H23IrN8OS in a non-equilibrium geometry (wB97M-V/def2-TZVPD, the OMol25 dataset).

```
55
Properties=species:S:1:pos:R:3
Ir -0.0313 0.1621 -0.3056
C 1.3938 4.5980 -3.1346
C 1.4785 4.7628 -1.7592
C 1.5483 3.6638 -0.9317
C 1.5172 2.3740 -1.4840
C 1.4056 2.2083 -2.8681
C 1.3600 3.3218 -3.6822
N 1.5916 1.2789 -0.6397
C 2.6396 1.1049 0.2035
C 3.9280 1.6404 0.0657
C 4.9020 1.2896 0.9834
C 4.6203 0.4359 2.0523
C 3.3453 -0.0875 2.2263
C 2.3607 0.2276 1.2990
N 1.0669 -0.2187 1.2871
N 0.6059 -1.0076 2.2199
C -0.5701 -1.5513 1.9610
C -1.2305 -2.3883 2.8868
C -2.4148 -2.9727 2.5256
C -2.9348 -2.7393 1.2448
C -2.2691 -1.8855 0.3925
N -1.1333 -1.2661 0.7262
H 1.3717 5.4623 -3.7769
H 1.5134 5.7521 -1.3344
H 1.6126 3.7709 0.1416
H 1.4009 1.2071 -3.2730
H 1.3131 3.1977 -4.7519
H 4.1547 2.2875 -0.7691
H 5.8984 1.6865 0.8714
H 5.3987 0.1762 2.7556
H 3.1053 -0.7361 3.0535
H -0.7726 -2.5515 3.8483
H -2.9411 -3.6131 3.2132
H -3.8466 -3.2134 0.9205
H -2.6606 -1.6751 -0.5932
S -3.7539 0.7289 -0.1851
C -3.3844 2.2444 0.4278
N -3.3252 2.5588 1.7187
C -3.1011 3.9825 1.9140
C -2.8266 4.4849 0.4804
N -3.0646 3.2971 -0.3239
H -3.6224 1.9454 2.4596
H -2.2503 4.1401 2.5797
H -3.9906 4.4418 2.3542
H -1.7927 4.8206 0.3621
H -3.4957 5.2948 0.1837
H -3.1029 3.2940 -1.3285
N -2.3608 -0.2939 -3.6260
C -1.7573 0.7703 -3.0885
N -1.9206 1.9646 -3.6979
O -1.1076 0.7091 -2.0291
H -2.8973 -0.2285 -4.4741
H -2.2714 -1.2068 -3.2107
H -2.3503 2.0240 -4.6061
H -1.3059 2.7163 -3.4253
```

Calculated values
- DFT total energy: -49778.363 eV
- Kohn-Sham gap (alpha / beta): 4.33 / 4.28 eV
- Net charge: +2

# C21H23N2O3

A cluster of 2 separate species, C21H23N2O3 in total in a non-equilibrium geometry (wB97M-V/def2-TZVPD, the OMol25 dataset).

```
49
Properties=species:S:1:pos:R:3
C 7.1134 -2.6210 1.8598
O 6.3414 -1.3979 1.9445
C 4.9905 -1.4274 1.8375
C 4.3419 -0.1647 1.7909
C 2.9835 -0.1028 1.5585
C 2.2678 -1.2882 1.3439
C 0.7722 -1.1864 1.1280
O 0.1355 -2.4171 1.4070
C -1.2242 -2.3278 1.8104
C 2.8945 -2.5333 1.3948
C 4.2451 -2.6150 1.6656
H 8.1491 -2.2794 1.9065
H 6.9041 -3.2941 2.7087
H 6.9431 -3.1708 0.9171
H 4.9312 0.7389 1.8880
H 2.4468 0.8521 1.5148
H 0.3445 -0.3513 1.7468
H -1.5303 -3.3710 1.8228
H -1.3422 -1.8927 2.8141
H -1.8347 -1.7565 1.0974
H 2.3335 -3.4499 1.2430
H 4.7411 -3.5759 1.6759
H 0.5432 -0.9763 0.0832
C -0.4506 -0.2896 -1.7189
H 0.4157 -0.8017 -2.0670
C -1.6527 -0.9635 -1.4285
C -2.8162 -0.2270 -1.3003
N -2.8135 1.1241 -1.4734
C -4.0480 1.8510 -1.4778
C -4.9852 1.6001 -0.4674
C -6.1443 2.3932 -0.4115
C -6.3979 3.3507 -1.4068
C -5.4510 3.5569 -2.4238
C -4.2509 2.8450 -2.4328
C -1.6241 1.7876 -1.6171
C -0.4270 1.1065 -1.5116
C 0.7824 1.9761 -1.3122
N 1.9967 1.3503 -1.0979
O 0.6815 3.2006 -1.3083
H -1.6869 -2.0514 -1.3073
H -3.7937 -0.6789 -1.1486
H -4.7718 0.8081 0.2723
H -6.8560 2.2485 0.4046
H -7.3217 3.9351 -1.3751
H -5.6531 4.2717 -3.2138
H -3.4716 3.0216 -3.1739
H -1.7385 2.8581 -1.7879
H 2.1777 0.3809 -1.3443
H 2.8098 1.9544 -1.0300
```

Calculated values
- Energy relative to the best compared isomer or geometry (same formula, charge and spin): 13.56 kcal/mol
- DFT total energy: -31265.413 eV
- Kohn-Sham gap: 5.68 eV
- Net charge: +1

# C21H23N3O4S

An isolated molecule of C21H23N3O4S in a non-equilibrium geometry (wB97M-V/def2-TZVPD, the OMol25 dataset).

```
52
Properties=species:S:1:pos:R:3
C 5.1545 2.9076 4.1131
C 3.9465 2.0889 3.6768
C 3.4017 2.5653 2.3319
C 2.1902 1.7586 1.8847
H 1.4167 1.7480 2.6582
H 1.7715 2.1581 0.9561
O 2.5658 0.3901 1.6642
C 2.3336 -0.1506 0.4757
O 1.8035 0.3975 -0.4525
C 2.8349 -1.5846 0.4686
H 3.6829 -1.6635 -0.2126
H 3.1432 -1.8870 1.4695
S 1.6098 -2.7725 -0.2073
C 0.0885 -2.0211 0.2666
C -1.0342 -2.1321 -0.4728
C -1.0723 -2.8665 -1.6669
N -1.1248 -3.4709 -2.6413
C -2.2825 -1.4249 0.0120
C -3.2842 -1.1964 -1.0913
C -4.6100 -1.5573 -0.9309
C -5.5331 -1.3356 -1.9381
C -5.1246 -0.7407 -3.1162
C -3.8040 -0.3671 -3.2948
C -2.8729 -0.5894 -2.2883
O -1.5586 -0.2450 -2.3654
C -0.9853 0.0346 -3.6318
C 0.5208 -0.1282 -3.5012
H 1.0061 0.1905 -4.4191
H 0.7619 -1.1717 -3.3146
H 0.8933 0.4656 -2.6713
H -1.2409 1.0603 -3.9326
H -1.3752 -0.6666 -4.3788
H -3.5060 0.1068 -4.2165
H -5.8358 -0.5598 -3.9080
H -6.5627 -1.6256 -1.8000
H -4.9231 -2.0203 -0.0064
H -2.7549 -2.0240 0.8033
C -1.8315 -0.0719 0.6132
C -2.9740 0.6646 1.0970
N -3.9007 1.2172 1.4704
C -0.8003 -0.2752 1.7136
O -0.6990 0.3848 2.7171
N 0.0734 -1.2966 1.4466
H 0.7995 -1.4528 2.1348
H -1.3463 0.5117 -0.1835
H 3.0993 3.6111 2.4047
H 4.1821 2.4904 1.5711
H 3.1594 2.1690 4.4291
H 4.2262 1.0369 3.5966
H 5.9566 2.8273 3.3826
H 4.8873 3.9572 4.2133
H 5.5273 2.5556 5.0716
```

Calculated values
- Energy relative to the best compared isomer or geometry (same formula, charge and spin): 48.27 kcal/mol
- DFT total energy: -45645.783 eV
- SMILES: CCCCOC(=O)CSC1=C(C#N)[C@H](c2ccccc2OCC)[C@@H](C#N)C(=O)N1
- Kohn-Sham gap: 8.89 eV

# C21H23N3PtS3

A structure of composition C21H23N3PtS3 in a non-equilibrium geometry (wB97M-V/def2-TZVPD, the OMol25 dataset).

```
51
Properties=species:S:1:pos:R:3
Pt 0.0263 -0.5169 -0.6276
C -1.1351 1.8835 -2.3772
N -1.5359 1.2382 -1.1271
C -1.4070 2.0794 0.0639
C 0.0134 2.6094 0.2554
N 1.0166 1.5431 0.3650
C 1.2102 1.1265 1.7521
C 2.2575 1.9562 -0.2567
C 3.0126 2.9942 0.2721
C 4.1714 3.4249 -0.3478
C 4.6012 2.7943 -1.5065
C 3.8687 1.7565 -2.0362
C 2.6752 1.3329 -1.4396
S 1.7762 0.0857 -2.2509
C -2.8863 0.7407 -1.2639
C -3.9308 1.5963 -1.5897
C -5.2073 1.1144 -1.8186
C -5.4505 -0.2495 -1.7372
C -4.4288 -1.1071 -1.3926
C -3.1405 -0.6276 -1.1375
S -1.9257 -1.7897 -0.6587
H -1.6150 2.8579 -2.5231
H -1.4213 1.2252 -3.1980
H -0.0537 2.0055 -2.4108
H -1.7052 1.4752 0.9287
H -2.0768 2.9519 0.0140
H 0.0223 3.2502 1.1511
H 0.2708 3.2392 -0.5986
H 1.4163 1.9751 2.4189
H 2.0516 0.4396 1.7960
H 0.3170 0.6114 2.1110
H 2.6787 3.4866 1.1735
H 4.7210 4.2635 0.0535
H 5.5062 3.1207 -2.0003
H 4.1925 1.2629 -2.9410
H -3.7520 2.6585 -1.6743
H -6.0032 1.7956 -2.0824
H -6.4361 -0.6441 -1.9406
H -4.5897 -2.1738 -1.3318
S 1.1869 -2.4097 0.4955
C 2.7950 -1.9103 0.6116
N 3.2914 -1.6456 1.8740
C 4.5268 -1.1310 2.0894
C 5.3682 -0.9025 1.0508
C 4.9370 -1.2303 -0.2603
C 3.6866 -1.7428 -0.4654
H 2.6608 -1.8214 2.6456
H 4.7853 -0.9083 3.1125
H 6.3505 -0.4929 1.2191
H 5.6027 -1.0593 -1.0891
H 3.3337 -1.9878 -1.4543
```

Calculated values
- Energy relative to the best compared isomer or geometry (same formula, charge and spin): 28.98 kcal/mol
- DFT total energy: -62372.988 eV
- Kohn-Sham gap (alpha / beta): 5.32 / 5.31 eV

# C21H23N4O8ReS

A structure of composition C21H23N4O8ReS (wB97M-V/def2-TZVPD, the OMol25 dataset).

```
58
Properties=species:S:1:pos:R:3
Re -0.1557 -0.2694 -0.5715
O 2.4718 -1.8310 -3.4415
C 1.3935 -1.6452 -2.7207
O 0.9809 -0.5316 -2.4303
C 0.7416 -2.9340 -2.3272
O -0.4957 -2.6934 -1.6779
C -0.8589 -3.8128 -0.8825
C -0.4590 -2.9703 1.2247
O -1.6013 -2.9408 1.5646
O 1.1264 -1.4236 0.3841
H 2.8906 -0.9781 -3.6460
H 1.4405 -3.4615 -1.6720
H 0.5877 -3.5238 -3.2354
H -0.6918 -4.7447 -1.4196
H -1.9015 -3.6874 -0.6071
O 1.8202 -0.3543 3.7652
C 2.2649 -1.6208 3.5537
C 3.2868 -2.1491 4.3381
C 3.8006 -3.4061 4.0843
C 3.3015 -4.1562 3.0309
C 2.2726 -3.6413 2.2630
C 1.7202 -2.3873 2.5190
C 0.6146 -1.8803 1.6202
O -0.0229 -3.8330 0.2526
N -0.2401 -0.8870 2.2645
N -0.8532 -0.1924 1.3457
C -1.8616 0.5682 1.7668
C -2.7958 1.2340 0.9274
C -3.8638 1.8881 1.5843
C -4.9018 2.4595 0.8953
C -4.9113 2.3857 -0.4997
C -3.8782 1.7714 -1.1772
C -2.7994 1.2028 -0.4972
O -1.8155 0.6800 -1.2314
H 2.3082 0.0319 4.5013
H 3.6861 -1.5509 5.1501
H 4.5960 -3.7942 4.7063
H 3.7041 -5.1353 2.8122
H 1.8805 -4.2272 1.4449
H -2.0116 0.5823 2.8405
H -3.8520 1.9189 2.6669
H -5.7083 2.9457 1.4252
H -5.7381 2.8072 -1.0562
H -3.8823 1.7061 -2.2581
C 1.7110 5.1737 -2.2112
N 1.6682 3.9403 -1.4325
C 0.7803 2.9418 -1.4321
S 1.0715 1.7649 -0.1837
N -0.2404 2.8220 -2.2602
C -0.7247 3.7101 -3.3126
H 2.6984 5.6070 -2.0781
H 0.9722 5.8986 -1.8692
H 1.5734 4.9782 -3.2694
H 2.3390 3.8723 -0.6833
H -0.8111 1.9928 -2.0984
H -0.7116 4.7498 -3.0052
H -1.7584 3.4373 -3.5086
H -0.1571 3.5924 -4.2356
```

Calculated values
- Energy relative to the best compared isomer or geometry (same formula, charge and spin): 50.09 kcal/mol
- <S²>: 3.801
- DFT total energy: -57449.066 eV
- 2S+1: 4
- Kohn-Sham gap (alpha / beta): 7.35 / 6.21 eV
- Net charge: +1

# C21H23N6O6PRhS

A structure of composition C21H23N6O6PRhS (wB97M-V/def2-TZVPD, the OMol25 dataset).

```
59
Properties=species:S:1:pos:R:3
Rh -0.4626 -0.7075 0.6640
O -0.7254 1.1896 1.3618
N -0.9523 1.2315 2.6899
C -0.6174 2.3779 3.3155
C -0.8838 2.5648 4.6408
C -1.5130 1.5286 5.3439
C -1.8248 0.3676 4.6913
C -1.5252 0.1891 3.3255
S -1.8705 -1.2417 2.4604
H -0.1329 3.0988 2.6746
H -0.5958 3.4897 5.1169
H -1.7357 1.6364 6.3970
H -2.2892 -0.4626 5.2041
N 0.9123 -4.0294 -1.2843
C 0.5825 -4.7096 -0.1312
C -0.0062 -3.8006 0.6926
N -0.0507 -2.5939 0.0473
C 0.5197 -2.7507 -1.1259
C 0.7062 -1.5598 -1.9402
N 0.4172 -0.3965 -1.4106
C 0.6453 0.5386 -2.3851
C 1.0935 -0.0786 -3.5151
N 1.1202 -1.4239 -3.2176
H 1.4191 -4.4103 -2.0629
H 0.8202 -5.7484 0.0038
H -0.3572 -3.9060 1.7032
H 0.5052 1.5906 -2.2075
H 1.3997 0.3037 -4.4723
H 1.4155 -2.1550 -3.8397
C -4.5467 1.2028 -2.0221
P -3.2546 1.1307 -0.7688
C -4.0725 1.5025 0.7873
C -2.2069 2.5549 -1.1112
O -2.5423 -0.1777 -0.7586
H -4.9648 2.2073 -2.1038
H -5.3394 0.4996 -1.7671
H -4.1148 0.9099 -2.9794
H -4.7060 2.3876 0.7114
H -3.3076 1.6597 1.5471
H -4.6715 0.6383 1.0752
H -2.7302 3.4817 -0.8711
H -1.9356 2.5649 -2.1680
H -1.3129 2.4705 -0.4918
O 2.7936 -2.6137 1.9356
C 2.3019 -1.5336 1.6043
O 1.3103 -0.9291 2.1171
C 2.9538 -0.7993 0.4343
C 3.6501 -1.5295 -0.5203
C 4.0894 -0.9244 -1.6876
C 3.8553 0.4279 -1.8540
C 3.2428 1.1959 -0.8821
C 2.7754 0.5675 0.2596
N 4.2301 1.0605 -3.1335
O 4.0210 2.2499 -3.2630
O 4.7486 0.3582 -3.9823
H 3.8101 -2.5848 -0.3344
H 4.6004 -1.4763 -2.4643
H 3.0938 2.2526 -1.0552
H 2.2153 1.1132 1.0063
```

Calculated values
- Energy relative to the best compared isomer or geometry (same formula, charge and spin): 0.00 kcal/mol
- <S²>: 0.753
- DFT total energy: -66507.275 eV
- 2S+1: 2
- Kohn-Sham gap (alpha / beta): 6.62 / 7.10 eV

# C21H23NO4S

A cluster of 3 separate species, C21H23NO4S in total in a non-equilibrium geometry (wB97M-V/def2-TZVPD, the OMol25 dataset).

```
50
Properties=species:S:1:pos:R:3
O 2.3632 0.2049 0.5400
S 2.0721 1.3608 1.3237
O 3.2726 1.9135 1.8622
O 1.0534 0.9371 2.4963
C -0.3066 0.8268 2.0738
O -0.4599 -0.0706 1.0045
C -0.8950 2.2217 1.8429
C 0.0660 3.2332 1.1696
C 1.2127 2.6330 0.3446
C 0.7138 2.0385 -0.9638
C 1.6108 1.6831 -1.9282
C 1.2541 1.1141 -3.1211
C -0.0990 0.9391 -3.3313
C -0.9285 1.3570 -2.3119
N -0.5935 1.8801 -1.1508
H -0.8454 0.3947 2.9228
H -1.2717 -0.5520 1.1867
H -1.1276 2.6205 2.8323
H -1.8172 2.1037 1.2762
H -0.5443 3.8697 0.5271
H 0.4391 3.8892 1.9578
H 1.9124 3.4323 0.1050
H 2.6647 1.8639 -1.7358
H 1.9884 0.8214 -3.8576
H -0.4842 0.5172 -4.2478
H -1.9996 1.2509 -2.4855
C -4.1451 -1.9220 -2.7660
C -3.2694 -1.4597 -3.7388
C -3.7627 -0.8604 -4.8896
C -5.1323 -0.7137 -5.0629
C -6.0078 -1.1727 -4.0885
C -5.5147 -1.7806 -2.9420
H -3.7597 -2.3925 -1.8702
H -2.2013 -1.5679 -3.5947
H -3.0799 -0.5067 -5.6522
H -5.5171 -0.2421 -5.9582
H -7.0758 -1.0573 -4.2233
H -6.1983 -2.1433 -2.1848
C 3.5481 -3.2366 4.9463
C 4.8596 -2.7968 4.8363
C 5.1797 -1.7852 3.9403
C 4.1875 -1.2064 3.1599
C 2.8746 -1.6432 3.2726
C 2.5565 -2.6612 4.1626
H 3.2984 -4.0279 5.6425
H 5.6334 -3.2432 5.4487
H 6.2044 -1.4467 3.8502
H 4.4352 -0.4154 2.4647
H 2.1027 -1.1960 2.6690
H 1.5330 -3.0064 4.2466
```

Calculated values
- Energy relative to the best compared isomer or geometry (same formula, charge and spin): 68.32 kcal/mol
- DFT total energy: -42664.241 eV
- SMILES: O=S1(=O)O[C@H](O)CC[C@@H]1c1ccccn1.c1ccccc1.c1ccccc1
- Kohn-Sham gap: 9.20 eV